# 1
Below is one molecule with the formula C24H23NO4 in a non-equilibrium geometry, with properties calculated with ωB97M-V with the def2-TZVPD basis set.

Each line ends with the natural charge from an NBO analysis.
Positions of all 52 atoms, in Å:
1 O 2.634 -2.014 1.247  -0.6145
2 O 1.053 4.747 -0.572  -0.3987
3 O 1.534 -0.488 3.499  -0.6941
4 O 1.361 0.229 -0.623  -0.5839
5 N 0.376 -2.092 0.830  -0.4522
6 C -1.219 -1.041 -2.057  -0.2205
7 C -2.073 -1.575 0.927  -0.2797
8 C -3.004 -0.684 1.441  -0.1711
9 C 0.757 4.090 1.713  -0.6755
10 C 1.311 4.247 -1.800  0.0699
11 C 1.347 2.550 -0.358  -0.2800
12 C 1.519 -1.549 1.329  0.7072
13 C 1.477 1.178 0.129  0.6033
14 C -2.619 0.391 2.224  -0.2454
15 C -0.738 -1.349 1.206  0.2710
16 C 1.773 1.987 -2.882  -0.6285
17 C -1.277 0.604 2.518  -0.1788
18 C 1.838 0.958 1.580  -0.5077
19 C -0.347 -0.268 2.004  -0.0986
20 C -0.938 -2.399 -1.987  -0.0338
21 C 1.078 3.734 0.304  0.3838
22 C 0.388 -3.254 -0.023  -0.2095
23 C -3.187 -2.870 -2.711  -0.2268
24 C 1.486 2.903 -1.749  -0.0404
25 C 1.149 -0.299 2.152  0.1541
26 C 0.404 -2.880 -1.516  -0.4282
27 C -1.934 -3.309 -2.321  -0.1830
28 C -3.459 -1.514 -2.772  -0.2271
29 C -2.472 -0.601 -2.445  -0.1935
30 H 1.337 4.942 -2.616  0.2036
31 H -4.438 -1.172 -3.075  0.2117
32 H -0.972 1.421 3.154  0.2123
33 H 2.062 2.555 -3.762  0.2137
34 H 2.404 -0.908 3.496  0.4847
35 H -0.478 -3.878 0.211  0.2021
36 H 0.009 3.415 2.123  0.2338
37 H 2.920 0.786 1.612  0.2521
38 H -4.050 -0.840 1.227  0.2148
39 H -0.450 -0.333 -1.790  0.2352
40 H 0.891 1.394 -3.117  0.2289
41 H 1.305 -3.799 0.219  0.2366
42 H 2.568 1.293 -2.616  0.2319
43 H -2.679 0.459 -2.491  0.2110
44 H -1.725 -4.370 -2.276  0.2003
45 H 0.364 5.104 1.726  0.2431
46 H -2.392 -2.410 0.326  0.2293
47 H 1.152 -2.100 -1.658  0.2386
48 H -3.953 -3.588 -2.969  0.2114
49 H -3.366 1.065 2.615  0.2129
50 H 1.603 1.808 2.211  0.2268
51 H 0.701 -3.765 -2.082  0.2147
52 H 1.646 4.062 2.342  0.2324

Forces on atoms 1 to 6 (eV/Å):
0.127 0.069 -0.002
-0.122 0.310 0.473
-0.017 -0.040 0.103
0.090 0.020 -0.065
0.024 -0.269 -0.057
0.039 -0.012 -0.116

Output
DFT total energy (eV): -34942.2168
Spin multiplicity: 1
Gap between HOMO and LUMO (eV): 8.7
Largest force on an atom (eV/A): 1.11
ΔE to the lowest compared entry with this formula, charge and spin (kcal per mole): 7.70
E_HOMO (eV): -8.12
Molar mass (Da): 389.45
Total charge: 0
SMILES: Cc1coc(C)c1C(=O)C[C@]1(O)C(=O)N(CCc2ccccc2)c2ccccc21

=====

# 2
Below is C3H9N3 as an isolated structure in a non-equilibrium geometry, with properties calculated with ωB97M-V with the def2-TZVPD basis set.

Each line ends with the natural charge from an NBO analysis.
Positions of all 15 atoms, in Å:
1 N 2.074 -1.229 -0.199  -0.7931
2 N -2.057 1.015 -0.546  -0.8465
3 N 0.748 -1.154 -0.654  -0.3994
4 C -1.780 -0.056 0.394  -0.4039
5 C 1.167 1.462 0.512  -0.3419
6 C 0.972 0.301 0.207  0.1470
7 H -1.378 0.293 1.349  0.1909
8 H 0.262 -1.949 -0.247  0.3717
9 H 1.455 2.423 0.838  0.2450
10 H -1.042 -0.853 -0.150  0.1756
11 H 2.715 -1.897 -0.622  0.3430
12 H 2.873 -0.622 0.003  0.4206
13 H -1.522 0.862 -1.395  0.3574
14 H -1.755 1.913 -0.183  0.3554
15 H -2.731 -0.508 0.692  0.1779

Forces on atoms 1 to 6 (eV/Å):
6.751 -5.325 0.394
0.198 0.485 -0.430
2.250 6.592 1.096
0.509 -1.928 -0.812
-0.205 -2.117 -0.470
-3.426 -0.819 -1.846

Output
DFT total energy (eV): -7718.7904
Spin multiplicity: 1
Gap between HOMO and LUMO (eV): 9.3
Largest force on an atom (eV/A): 8.61
ΔE to the lowest compared entry with this formula, charge and spin (kcal per mole): 202.55
E_HOMO (eV): -8.62
Molar mass (Da): 87.13
Total charge: 0

=====

# 3
Below is a 9-piece molecular cluster, C13H44O10 overall in a non-equilibrium geometry, with properties calculated with ωB97M-V with the def2-TZVPD basis set.

Each line ends with the natural charge from an NBO analysis.
Positions of all 67 atoms, in Å:
1 O -18.383 -8.504 2.558  -0.7488
2 O -18.843 -3.753 2.928  -0.7233
3 O -17.732 -4.561 -4.099  -0.7354
4 O -17.040 -7.218 0.364  -0.7722
5 O -21.683 -9.462 -1.584  -0.7208
6 O -14.461 -11.675 0.623  -0.7247
7 O -19.955 -5.523 -5.690  -0.7185
8 O -13.924 -7.273 -4.690  -0.7218
9 O -17.553 -10.444 -4.516  -0.7368
10 O -15.102 -5.519 1.489  -0.7511
11 C -15.013 -8.001 -5.220  -0.2537
12 C -15.697 -11.119 0.214  -0.2508
13 C -17.815 -10.180 -5.887  -0.2468
14 C -19.348 -6.261 -4.632  -0.0865
15 C -13.683 -5.658 1.536  -0.0590
16 C -16.991 -7.315 -1.057  -0.0653
17 C -18.972 -9.594 1.869  -0.0576
18 C -18.809 -4.834 1.994  -0.2454
19 C -13.340 -7.016 0.974  -0.6300
20 C -21.523 -9.360 -2.990  -0.2474
21 C -17.898 -5.912 -4.492  -0.0922
22 C -17.924 -8.410 -1.516  -0.6462
23 C -19.654 -10.501 2.859  -0.6243
24 H -18.211 -10.164 1.322  0.1426
25 H -21.120 -10.289 -3.394  0.1814
26 H -17.855 -9.307 -0.903  0.2202
27 H -16.830 -4.284 -4.274  0.4790
28 H -17.244 -6.345 -1.495  0.1683
29 H -19.735 -4.599 -5.529  0.4730
30 H -20.439 -9.960 3.397  0.2087
31 H -13.663 -7.669 -3.854  0.4668
32 H -13.851 -7.808 1.525  0.2223
33 H -17.970 -7.960 1.873  0.4952
34 H -15.677 -10.024 0.199  0.1653
35 H -17.248 -9.303 -6.209  0.1617
36 H -21.661 -8.575 -1.217  0.4654
37 H -19.785 -5.303 2.001  0.1920
38 H -16.425 -6.506 0.598  0.5068
39 H -15.775 -8.219 -4.465  0.1703
40 H -22.462 -9.155 -3.508  0.1647
41 H -19.454 -7.318 -4.880  0.1837
42 H -18.959 -8.053 -1.415  0.1991
43 H -13.324 -5.568 2.566  0.1660
44 H -20.168 -11.324 2.360  0.2092
45 H -15.925 -11.447 -0.801  0.1755
46 H -17.391 -6.105 -5.442  0.1676
47 H -20.779 -8.591 -3.223  0.1580
48 H -17.949 -3.433 3.069  0.4548
49 H -14.404 -11.625 1.580  0.4666
50 H -18.581 -4.473 0.983  0.1532
51 H -15.362 -4.652 1.812  0.4788
52 H -16.960 -11.194 -4.433  0.4744
53 H -13.182 -4.860 0.979  0.1637
54 H -18.872 -9.977 -6.056  0.1787
55 H -18.013 -5.529 2.262  0.1681
56 H -13.575 -7.104 -0.085  0.2076
57 H -12.278 -7.225 1.125  0.2189
58 H -17.894 -8.706 -2.566  0.2333
59 H -19.688 -9.232 1.121  0.1547
60 H -15.510 -7.385 -5.970  0.1755
61 H -17.543 -11.043 -6.497  0.1730
62 H -17.450 -6.579 -3.744  0.1628
63 H -16.512 -11.461 0.855  0.1683
64 H -14.716 -8.945 -5.688  0.1621
65 H -19.920 -6.119 -3.706  0.1663
66 H -15.976 -7.584 -1.386  0.1482
67 H -18.977 -10.878 3.625  0.2070

Forces on atoms 1 to 6 (eV/Å):
-0.054 -0.096 -0.134
-0.241 -0.019 -0.066
-0.397 0.222 0.003
0.036 0.110 -0.419
-0.017 -0.226 -0.064
0.142 -0.074 -0.170

Output
DFT total energy (eV): -34665.9668
Spin multiplicity: 1
Gap between HOMO and LUMO (eV): 9.7
Largest force on an atom (eV/A): 1.47
ΔE to the lowest compared entry with this formula, charge and spin (kcal per mole): 9.19
E_HOMO (eV): -9.56
Molar mass (Da): 360.48
Total charge: 0
SMILES: OCCO.CCO.CCO.CCO.CO.CO.CO.CO.CO

=====

# 4
Below is C24H23CaN14O2 as an isolated structure in a non-equilibrium geometry, with properties calculated with ωB97M-V with the def2-TZVPD basis set.

Each line ends with the natural charge from an NBO analysis.
Positions of all 64 atoms, in Å:
1 Ca -0.587 -0.086 0.150  1.7531
2 O 1.042 -2.295 -0.194  -0.5826
3 O 2.096 0.280 -0.151  -0.5869
4 N 0.065 1.997 0.779  -0.7667
5 N -2.621 1.517 -0.285  -0.5447
6 N 0.233 0.340 -3.009  -0.1608
7 N -2.238 -2.032 -2.488  -0.6126
8 N -3.814 -2.916 -0.966  -0.4073
9 N -2.131 -1.779 -0.096  -0.5868
10 N -1.189 3.366 -0.755  -0.5248
11 N -2.946 -2.233 0.893  -0.1686
12 N -0.905 -1.075 -4.178  -0.4068
13 N 0.153 -0.394 2.418  -0.5829
14 N 0.037 -0.114 -4.192  -0.1178
15 N -3.917 -2.893 0.376  -0.1148
16 N 1.644 1.485 2.531  -0.5692
17 N -0.589 -0.291 -2.132  -0.5807
18 C 0.827 -2.481 3.380  -0.2954
19 C -4.206 0.816 -1.944  -0.2905
20 C 0.544 4.269 0.675  -0.0978
21 C -3.663 0.772 -0.678  0.0503
22 C 2.324 5.842 2.047  -0.2160
23 C -2.709 -2.225 -1.207  0.4416
24 C 2.086 -1.944 3.642  -0.1634
25 C 1.506 6.397 1.063  -0.2185
26 C 1.356 3.718 1.647  -0.0077
27 C 2.125 -1.953 -1.042  -0.0970
28 C 0.595 5.613 0.363  -0.1722
29 C -2.609 2.509 -2.463  -0.2466
30 C -3.635 1.689 -2.866  -0.1528
31 C 2.886 -0.887 -0.288  -0.0800
32 C 1.345 0.143 2.713  0.3956
33 C 2.343 -0.636 3.323  -0.2654
34 C -0.301 3.162 0.150  0.4652
35 C -2.132 2.409 -1.152  0.3664
36 C 2.257 4.487 2.356  -0.2082
37 C -0.101 -1.668 2.770  0.0447
38 C 1.025 2.264 1.704  0.4687
39 C -1.262 -1.144 -2.905  0.4346
40 C 0.405 -3.498 -0.583  -0.2501
41 C 2.510 1.334 -1.007  -0.2527
42 H 3.022 6.480 2.575  0.2038
43 H -1.098 -2.027 2.535  0.2324
44 H 3.072 -1.266 0.722  0.1963
45 H -4.044 0.076 0.060  0.2117
46 H 3.849 -0.658 -0.758  0.1787
47 H 1.116 -4.331 -0.514  0.1584
48 H -2.801 -2.431 -3.222  0.4178
49 H 2.881 4.042 3.117  0.2247
50 H 3.530 1.644 -0.744  0.1589
51 H 0.574 -3.499 3.636  0.2167
52 H -0.049 6.025 -0.403  0.2262
53 H -3.994 1.728 -3.886  0.2124
54 H -0.429 -3.666 0.093  0.2134
55 H 1.748 -1.585 -2.003  0.2073
56 H 1.582 7.455 0.845  0.2045
57 H 2.451 1.043 -2.058  0.2071
58 H 0.025 -3.428 -1.606  0.1875
59 H 1.831 2.166 -0.843  0.2031
60 H -2.143 3.220 -3.128  0.2264
61 H 3.293 -0.166 3.532  0.2226
62 H 2.765 -2.830 -1.218  0.1670
63 H -5.021 0.157 -2.202  0.2245
64 H 2.855 -2.549 4.108  0.2066

Forces on atoms 1 to 6 (eV/Å):
0.392 -0.091 0.288
-0.235 0.000 0.052
-0.061 -0.147 -0.180
-0.064 0.597 0.369
0.028 0.031 0.009
0.219 0.340 0.196

Output
DFT total energy (eV): -68661.3576
Spin multiplicity: 1
Gap between HOMO and LUMO (eV): 7.2
Largest force on an atom (eV/A): 1.05
ΔE to the lowest compared entry with this formula, charge and spin (kcal per mole): 0.00
E_HOMO (eV): -5.06
Molar mass (Da): 579.62
Total charge: -1

=====

largest force on an atom of number 2 (C3H9N3)? 8.61 eV/A

=====

Which of these has the lowest DFT total energy? C24H23CaN14O2

=====

Copy entry 2 word for word.
Below is C3H9N3 as an isolated structure in a non-equilibrium geometry, with properties calculated with ωB97M-V with the def2-TZVPD basis set.

Each line ends with the natural charge from an NBO analysis.
Positions of all 15 atoms, in Å:
1 N 2.074 -1.229 -0.199  -0.7931
2 N -2.057 1.015 -0.546  -0.8465
3 N 0.748 -1.154 -0.654  -0.3994
4 C -1.780 -0.056 0.394  -0.4039
5 C 1.167 1.462 0.512  -0.3419
6 C 0.972 0.301 0.207  0.1470
7 H -1.378 0.293 1.349  0.1909
8 H 0.262 -1.949 -0.247  0.3717
9 H 1.455 2.423 0.838  0.2450
10 H -1.042 -0.853 -0.150  0.1756
11 H 2.715 -1.897 -0.622  0.3430
12 H 2.873 -0.622 0.003  0.4206
13 H -1.522 0.862 -1.395  0.3574
14 H -1.755 1.913 -0.183  0.3554
15 H -2.731 -0.508 0.692  0.1779

Forces on atoms 1 to 6 (eV/Å):
6.751 -5.325 0.394
0.198 0.485 -0.430
2.250 6.592 1.096
0.509 -1.928 -0.812
-0.205 -2.117 -0.470
-3.426 -0.819 -1.846

Output
DFT total energy (eV): -7718.7904
Spin multiplicity: 1
Gap between HOMO and LUMO (eV): 9.3
Largest force on an atom (eV/A): 8.61
ΔE to the lowest compared entry with this formula, charge and spin (kcal per mole): 202.55
E_HOMO (eV): -8.62
Molar mass (Da): 87.13
Total charge: 0

=====

Which of these has the lowest gap between HOMO and LUMO? C24H23CaN14O2